Record 1
{"formula": "C2H6N2S", "method": "ωB97M-V with the def2-TZVPD basis set", "elements": ["C", "C", "N", "N", "S", "H", "H", "H", "H", "H", "H"], "coordinates": [[0.0550, -0.4166, 0.2489], [-0.1064, 0.7427, 1.3178], [-0.5758, -0.5399, -1.0163], [0.0553, 0.3400, -1.8173], [-1.4786, 0.9304, 2.3727], [1.1769, -0.4379, -0.0111], [-0.3228, -1.3052, 0.8363], [0.2276, 1.7706, 1.0258], [-0.3171, 0.2457, -2.8230], [1.1394, 0.2844, -1.6007], [-1.7831, -0.3274, 2.2705]], "gap_ha": [0.2994, 0.2875], "largest_force_ha_per_bohr": 0.0587, "lumo_ev": [0.129, 0.266], "homo_energy_ev": [-8.02, -7.56], "de_lowest_kcal_mol": 106.7}

***

Record 2
{"formula": "C2H6N2S", "method": "ωB97M-V with the def2-TZVPD basis set", "elements": ["C", "C", "H", "H", "H", "H", "H", "H", "N", "N", "S"], "coordinates": [[-1.7779, 0.0874, -0.1597], [1.7699, -0.3561, -0.3315], [-1.2408, 0.7181, -0.9531], [-2.4033, -0.6934, -0.2274], [-2.2387, 1.0565, 0.4121], [-0.3175, -0.4635, 1.6240], [0.8200, 1.2019, 0.2253], [1.6500, -1.2748, -1.0812], [-0.3787, -0.5610, 0.3930], [0.7265, 0.2585, -0.0087], [3.3904, 0.0263, 0.1073]], "gap_ha": 0.3145, "largest_force_ha_per_bohr": 0.1643, "lumo_ev": 0.280, "homo_energy_ev": -8.28, "de_lowest_kcal_mol": 96.3}